[1]
Formula: C6H12N2
Source: OMol25
Level of theory: ωB97M-V/def2-TZVPD

The relative energy (zero: lowest compared OMol25 entry of this formula, charge and spin) comes out at 7.0649 eV. The value obtained for the HOMO energy is -6.2 eV. As for the charge: 0. As for the HOMO-LUMO gap: 3.72 eV.

CARTESIAN COORDINATES (ANGSTROEM)
C  2.4695  1.5754  0.3704
C  1.7833  0.3270  -0.1547
C  0.2316  0.2108  0.2694
C  -0.3655  -1.1083  -0.0692
C  -1.8275  -0.9175  0.1735
N  -2.5120  -0.3719  -0.8237
C  -3.7525  -0.0067  -0.7877
N  2.2649  -0.9237  0.4158
H  2.2228  1.6406  1.4330
H  3.5500  1.4798  0.3117
H  2.0942  2.4747  -0.1190
H  1.9995  -0.0939  -1.1420
H  0.1670  0.2580  1.3696
H  -0.1903  1.1221  -0.1625
H  0.0108  -1.9074  0.5708
H  -2.3774  -1.2203  1.0693
H  -4.2358  0.3082  -1.6980
H  -4.2549  -0.0398  0.1830
H  -0.2658  -1.3761  -1.1225
H  2.9882  -1.4311  -0.0870

Atomic forces in eV per Å
-0.673 -0.096 0.403
0.495 -4.863 0.229
1.418 1.718 0.589
-2.124 -0.620 -0.232
0.819 0.101 -0.123
-0.771 0.259 -1.683
1.149 -0.557 1.132
0.303 0.489 2.573
0.049 0.079 0.036
-0.040 0.107 -0.315
0.172 0.037 -0.101
-0.708 2.270 -1.240
0.406 0.458 -0.308
-0.746 -0.280 -0.094
0.506 0.216 -0.017
0.315 -0.080 0.169
-0.157 0.109 -0.021
-0.481 0.214 -0.200
0.264 0.059 -0.062
-0.197 0.380 -0.735

Results of the natural (NBO) charge analysis, in e, for atoms 1 through 5: -0.606, -0.107, -0.394, -0.476, 0.181

[2]
Formula: C6H12N2
Source: OMol25
Level of theory: ωB97M-V/def2-TZVPD

The relative energy (zero: lowest compared OMol25 entry of this formula, charge and spin) comes out at 2.4297 eV. The value obtained for the HOMO energy is -9.3 eV. As for the charge: 0. As for the HOMO-LUMO gap: 9.91 eV.

CARTESIAN COORDINATES (ANGSTROEM)
C  -1.1478  -0.8999  0.6370
C  -1.5049  -0.9921  -0.6795
C  -0.1424  -1.8380  1.2488
C  -0.0104  1.0895  1.0442
N  -0.0889  1.3100  2.1753
H  -1.9045  -0.5520  1.3297
H  -2.4817  -0.6653  -1.0062
H  -0.7492  0.4874  -1.4340
H  0.3739  -1.3600  2.0784
H  0.5991  -2.1618  0.5189
H  -0.6568  -2.7170  1.6414
H  -0.9547  -1.6444  -1.3454
C  1.8776  0.7022  -0.6280
C  0.6476  1.5689  -0.4245
N  -0.2759  1.4498  -1.4723
H  -1.0124  2.1453  -1.3944
H  0.8978  2.6119  -0.2210
H  2.3844  1.0104  -1.5415
H  2.5589  0.7971  0.2128
H  1.5905  -0.3421  -0.7396

Atomic forces in eV per Å
-1.570 -2.252 -1.448
0.018 -0.658 1.930
0.369 0.567 0.014
1.837 2.203 -1.062
-0.307 -0.322 0.114
0.222 0.543 -0.055
0.054 0.339 -0.119
0.988 1.820 -0.236
0.060 -0.054 0.063
-0.001 -0.092 -0.026
-0.060 0.024 -0.078
0.230 0.192 -0.163
-0.038 0.185 -0.064
-0.843 -1.326 1.806
-0.988 -0.862 -0.730
0.088 -0.095 -0.036
-0.081 -0.177 0.028
-0.005 0.039 -0.017
0.057 -0.041 0.066
-0.031 -0.033 0.015

Results of the natural (NBO) charge analysis, in e, for atoms 1 through 5: -0.140, -0.494, -0.653, 0.202, -0.383

[3]
Formula: C6H12N2
Source: OMol25
Level of theory: ωB97M-V/def2-TZVPD

The relative energy (zero: lowest compared OMol25 entry of this formula, charge and spin) comes out at 2.6882 eV. The value obtained for the HOMO energy is -8.4 eV. As for the charge: 0. As for the HOMO-LUMO gap: 9.47 eV.

CARTESIAN COORDINATES (ANGSTROEM)
C  -0.5853  2.8547  0.2506
C  -0.0239  1.5651  -0.3332
C  0.2531  0.5272  0.8817
C  0.7679  -0.7234  0.2070
C  0.7616  -1.9163  0.7042
N  0.9576  -3.0333  -0.1625
C  0.1701  -3.9780  -0.2079
N  -0.7285  1.0486  -1.4899
H  -1.7316  2.8282  0.4829
H  -0.3840  3.7165  -0.3848
H  -0.0683  3.2063  1.2174
H  1.1094  1.7892  -0.6137
H  -0.7455  0.3395  1.2718
H  0.9661  1.0086  1.5185
H  1.0278  -0.7052  -0.8568
H  0.7777  -2.2271  1.7344
H  -0.7667  -4.1351  0.2821
H  0.3484  -4.8389  -0.8403
H  -0.4696  1.5475  -2.3170
H  -1.6363  1.1260  -1.3445

Atomic forces in eV per Å
-0.969 1.185 1.663
3.472 0.452 1.423
-1.006 0.141 -3.471
-0.164 1.590 -0.586
0.388 -2.890 0.203
1.673 1.602 0.111
-0.881 -1.934 -0.605
5.058 -0.641 0.187
1.991 -0.131 -0.480
-0.365 -0.078 -0.458
-0.714 -1.007 -1.133
-2.317 -0.276 -0.032
0.260 -0.064 0.843
0.058 0.178 0.716
-0.347 0.370 0.257
-0.683 0.342 0.563
-0.807 0.625 1.051
0.560 -0.014 -0.466
0.062 0.223 -0.363
-5.271 0.327 0.577

Results of the natural (NBO) charge analysis, in e, for atoms 1 through 5: -0.640, -0.025, -0.441, -0.207, -0.062

[4]
Formula: C6H12N2
Source: OMol25
Level of theory: ωB97M-V/def2-TZVPD

The multiplicity is 2. The relative energy (zero: lowest compared OMol25 entry of this formula, charge and spin) comes out at 0.6627 eV. The value obtained for the HOMO energy (alpha / beta) is -14.3 / -14.3 eV. As for the charge: +1. As for the HOMO-LUMO gap (alpha / beta): 10.19 / 6.41 eV.

CARTESIAN COORDINATES (ANGSTROEM)
C  -0.6841  -0.3035  -3.2676
C  -0.0334  0.7862  -2.4328
H  -0.7473  -1.1973  -2.6079
H  -1.6816  -0.0092  -3.5762
H  -0.1254  -0.6178  -4.1538
H  0.9743  0.4864  -2.0946
H  -0.0521  1.7035  -3.0421
H  -0.6515  1.1431  -1.5991
C  -1.6227  -0.5832  1.8180
C  -0.2061  -0.1539  1.7857
C  0.9847  -0.8040  1.3112
C  1.4359  0.9664  2.5820
N  0.1406  1.0122  2.4123
N  1.9845  -0.0708  1.8192
H  -1.5977  -1.6656  1.7070
H  -2.2528  -0.1754  1.0382
H  1.1724  -1.6567  0.6797
H  2.0047  1.4849  3.3508
H  2.9337  -0.1517  1.4772
H  -1.9761  -0.1936  2.7926

Atomic forces in eV per Å
-0.017 -1.072 1.101
-0.193 0.979 -0.714
-0.321 0.220 -0.634
-0.141 -0.094 -0.031
0.088 0.347 0.181
-0.355 0.489 -0.181
0.896 -0.194 0.105
0.054 -0.695 0.238
1.065 -0.234 0.514
-0.871 1.567 -0.143
0.830 0.745 0.507
-0.318 -0.320 -0.521
-0.003 -0.897 0.941
0.050 -0.695 -0.682
-0.581 -0.085 0.302
0.025 0.319 -0.347
-0.203 -0.066 -0.052
0.014 0.330 -0.589
0.203 -0.047 0.523
-0.222 -0.599 -0.518

Results of the natural (NBO) charge analysis, in e, for atoms 1 through 5: -0.603, -0.616, 0.182, 0.216, 0.220

[5]
Formula: C6H12N2O
Source: OMol25
Level of theory: ωB97M-V/def2-TZVPD

The relative energy (zero: lowest compared OMol25 entry of this formula, charge and spin) comes out at 2.4297 eV. The value obtained for the HOMO energy is -8.7 eV. As for the charge: 0. As for the HOMO-LUMO gap: 9.47 eV.

CARTESIAN COORDINATES (ANGSTROEM)
C  2.7933  0.4367  -0.0322
C  1.6858  0.7106  0.9471
C  0.8500  -0.6045  1.1128
C  -0.4832  -0.5032  0.5191
C  -0.8950  -0.1552  -0.6807
N  -2.2334  0.2595  -0.5471
C  -2.6031  -0.0323  0.7280
N  -1.5794  -0.5270  1.4208
H  3.6613  1.0957  -0.5245
H  2.3197  0.1574  -0.9904
H  3.3967  -0.2760  0.4275
H  1.0265  1.5552  0.7304
H  2.1318  0.9307  1.8716
H  1.3733  -1.5313  0.6758
H  0.6507  -1.0971  2.1827
H  -0.5255  -0.0214  -1.8016
H  -3.6981  0.0672  0.9988
H  -1.2797  -0.7393  2.3774
H  -1.9832  -0.6663  -3.3554
H  -2.6158  0.6608  -2.6861
O  -1.9927  0.2795  -3.3741

Atomic forces in eV per Å
1.026 1.736 -3.389
-0.469 -0.103 0.316
0.820 -3.067 1.149
0.546 -1.014 2.275
-2.097 2.106 -3.709
-0.840 -1.418 1.745
-2.088 1.163 -2.647
2.738 0.044 -0.688
-2.208 0.090 1.887
0.296 -0.845 0.455
0.785 -2.008 0.224
0.031 -0.260 -0.294
0.561 0.417 1.505
-0.275 1.596 0.181
0.885 1.795 -1.579
-0.113 -0.366 3.107
1.825 -0.158 0.174
-1.395 0.359 -0.412
-0.501 -0.666 0.409
1.138 -1.352 -0.826
-0.663 1.949 0.117

Results of the natural (NBO) charge analysis, in e, for atoms 1 through 5: -0.622, -0.405, -0.420, 0.065, -0.119

[6]
Formula: C6H12N2O
Source: OMol25
Level of theory: ωB97M-V/def2-TZVPD

The relative energy (zero: lowest compared OMol25 entry of this formula, charge and spin) comes out at 9.6409 eV. The value obtained for the HOMO energy is -8.7 eV. As for the charge: 0. As for the HOMO-LUMO gap: 9.29 eV.

CARTESIAN COORDINATES (ANGSTROEM)
C  1.3338  -1.9245  -1.3000
C  -0.3256  0.0313  -0.6495
C  -0.4180  -0.4365  1.8141
C  -0.1239  1.2748  -0.5251
C  1.0387  1.9190  -1.4315
C  -0.8834  1.9140  0.5787
H  0.4066  -3.0215  -1.1139
H  1.9091  -1.6741  -0.2612
H  1.9736  -1.9478  -2.2352
H  -1.5993  -1.4900  0.3637
H  0.2697  0.4157  1.7483
H  -0.1097  -1.2823  3.5041
H  1.3506  2.7834  -0.7700
H  0.5613  2.2819  -2.6155
H  2.2288  1.2018  -1.4189
H  0.0319  2.5699  0.8575
H  -1.2465  1.0413  1.3634
H  -1.4891  2.5348  0.0159
N  -0.9966  -0.5085  0.5092
N  -0.6948  -1.4848  2.7691
O  0.4778  -0.7662  -1.6631

Atomic forces in eV per Å
-2.958 0.002 1.778
1.759 -5.844 0.177
-0.875 -6.532 1.217
2.659 2.093 -2.629
0.515 0.087 -0.060
3.406 0.356 1.566
3.440 3.173 -0.612
-1.229 -0.990 -2.617
-0.626 -0.732 1.496
2.198 3.513 0.598
0.408 -0.734 1.359
1.585 0.740 2.569
-0.275 -0.289 -1.479
2.000 -1.212 3.847
-4.285 1.978 -0.498
-1.918 -0.367 1.088
-0.064 4.856 -2.426
-2.311 1.578 -0.014
-1.866 -7.068 -0.521
-0.160 5.053 -7.061
-1.403 0.340 2.222

Results of the natural (NBO) charge analysis, in e, for atoms 1 through 5: -0.254, 0.409, 0.217, -0.074, -0.637

[7]
Formula: C6H12N2O
Source: OMol25
Level of theory: ωB97M-V/def2-TZVPD

The relative energy (zero: lowest compared OMol25 entry of this formula, charge and spin) comes out at 2.1389 eV. The value obtained for the HOMO energy is -7.5 eV. As for the charge: 0. As for the HOMO-LUMO gap: 8.29 eV.

CARTESIAN COORDINATES (ANGSTROEM)
C  0.0119  1.8298  -1.0577
C  0.9159  1.1249  -0.0966
C  1.7018  -0.0421  -0.6402
C  1.0774  1.4844  1.1765
O  2.6418  -0.5552  -0.0705
H  1.5456  -0.1815  -1.7284
H  0.5733  2.1768  -1.9251
H  -0.7540  1.1385  -1.4107
H  -0.4804  2.6764  -0.5852
H  0.5230  2.2949  1.6207
H  1.7788  0.9552  1.8002
N  -1.5533  -1.0860  -1.1419
N  -0.9574  -0.6194  1.7165
C  -0.4777  -1.6641  -0.4333
C  -0.2491  -1.4725  0.8842
H  -1.8145  -1.5714  -1.9895
H  -2.3816  -0.9177  -0.5844
H  -1.8851  -0.3796  1.3946
H  -0.8952  -0.8267  2.7010
H  0.0697  -2.4241  -0.9684
H  0.6091  -1.9406  1.3381

Atomic forces in eV per Å
-0.121 -0.256 0.048
0.264 -0.111 0.368
1.018 1.551 0.047
0.066 -0.150 -0.490
-0.477 -0.279 -0.114
-0.223 -0.486 0.061
0.001 0.097 -0.079
-0.020 0.040 -0.103
0.046 0.105 0.004
-0.038 0.202 -0.021
0.062 -0.169 0.125
-0.206 0.127 -0.049
-0.238 -0.105 -0.189
-0.580 -0.431 0.906
-0.083 -0.284 -0.793
0.130 -0.020 0.186
0.030 -0.033 -0.076
0.082 0.037 0.341
-0.146 0.051 -0.131
0.342 0.183 0.002
0.093 -0.069 -0.044

Results of the natural (NBO) charge analysis, in e, for atoms 1 through 5: -0.658, -0.128, 0.410, -0.319, -0.568

[8]
Formula: C6H12N2O
Source: OMol25
Level of theory: ωB97M-V/def2-TZVPD

The relative energy (zero: lowest compared OMol25 entry of this formula, charge and spin) comes out at 4.4833 eV. The value obtained for the HOMO energy is -8.8 eV. As for the charge: 0. As for the HOMO-LUMO gap: 9.13 eV.

CARTESIAN COORDINATES (ANGSTROEM)
C  1.0129  -1.2828  1.4816
C  1.3977  -0.3351  0.3364
C  1.5981  -0.9479  -1.1783
C  0.6360  0.7623  0.0841
C  -0.7024  1.0190  0.3223
C  -1.7496  0.0188  -0.0497
H  0.2455  -2.1128  1.5235
H  2.1497  -1.6227  1.9610
H  0.6725  -0.6124  2.2910
H  2.4871  -0.0597  0.7884
H  0.7696  -1.7118  -1.3892
H  1.5462  -0.1745  -2.0695
H  2.6734  -1.3952  -1.4577
H  0.7468  2.8018  -0.1476
H  2.0728  2.1894  0.4639
H  -0.9990  1.9937  0.2859
H  -2.1240  -1.5840  -1.2715
H  -0.2657  -0.9284  -1.3496
N  1.3426  1.9376  -0.3405
N  -1.2402  -1.0212  -0.8182
O  -2.9811  0.1745  0.3130

Atomic forces in eV per Å
2.367 -0.867 2.702
5.228 -4.855 -0.830
2.041 -0.623 -1.741
-4.370 6.891 0.908
1.482 -3.973 -1.441
-2.529 0.836 1.793
1.114 0.839 -1.000
-3.554 0.133 -1.381
0.051 -0.126 -0.268
-2.385 0.160 -1.826
2.396 0.281 0.370
-0.256 -0.939 2.202
-2.416 0.506 1.210
0.462 -1.665 -1.103
-1.089 -1.139 -2.364
-0.988 2.427 -0.031
3.334 1.635 1.294
-4.124 0.177 1.426
1.506 2.375 3.810
-2.635 -0.973 -1.949
4.362 -1.102 -1.783

Results of the natural (NBO) charge analysis, in e, for atoms 1 through 5: -0.608, -0.306, -0.639, 0.230, -0.378

[9]
Formula: C6H12N2O
Source: OMol25
Level of theory: ωB97M-V/def2-TZVPD

The multiplicity is 3. The relative energy (zero: lowest compared OMol25 entry of this formula, charge and spin) comes out at 3.0864 eV. The value obtained for the HOMO energy (alpha / beta) is -3.5 / -9.3 eV. As for the charge: 0. As for the HOMO-LUMO gap (alpha / beta): 4.50 / 8.26 eV.

CARTESIAN COORDINATES (ANGSTROEM)
C  0.1707  0.0183  0.7350
C  -0.1520  0.8796  1.8029
C  -0.6460  -1.2527  0.6077
C  0.6262  -0.0184  -1.6355
C  -0.2004  -1.3600  -1.8420
C  0.5616  2.2038  1.9634
N  1.1050  0.1253  -0.2995
N  -1.2821  -1.1860  -0.8092
O  2.0930  1.0438  -0.1494
H  -0.6919  0.4638  2.6228
H  0.0329  -2.1750  0.5019
H  -1.5919  -1.3160  1.3188
H  1.6534  0.0031  -2.2066
H  0.1027  0.9837  -2.0807
H  -0.6652  -1.4343  -2.7779
H  0.2876  -2.3693  -1.6364
H  1.0540  2.3535  2.9906
H  -0.0530  3.0133  1.6489
H  1.3033  2.1382  1.2649
H  -2.0172  -1.8136  -0.8943
H  -1.6907  -0.3012  -1.1253

Atomic forces in eV per Å
-2.383 -0.601 2.509
2.494 -0.351 -1.697
-0.512 0.262 0.102
2.101 0.394 -3.594
1.140 0.247 2.027
-0.687 -1.132 2.440
1.618 3.776 1.591
2.507 0.766 -0.243
-1.894 -2.647 -0.787
-0.797 -0.200 0.144
-1.340 1.034 0.595
2.342 -0.061 -1.194
-2.069 -0.522 0.516
0.612 -2.482 1.442
-0.597 0.232 -1.489
-0.096 1.646 -0.144
-1.042 -0.093 -1.407
-0.752 0.933 0.324
2.201 0.390 -1.415
-2.263 -2.564 -0.448
-0.585 0.974 0.727

Results of the natural (NBO) charge analysis, in e, for atoms 1 through 5: 0.016, -0.157, -0.324, -0.297, -0.323

[10]
Formula: C6H12N2O2
Source: OMol25
Level of theory: ωB97M-V/def2-TZVPD

The relative energy (zero: lowest compared OMol25 entry of this formula, charge and spin) comes out at 2.6121 eV. The value obtained for the HOMO energy is -8.9 eV. As for the charge: 0. As for the HOMO-LUMO gap: 9.55 eV.

CARTESIAN COORDINATES (ANGSTROEM)
C  -0.0328  -1.0048  -0.7882
C  -2.9490  -0.6436  -0.7561
C  2.2438  -0.2524  -0.0891
C  0.9968  1.2398  2.1260
N  0.8009  -0.1891  0.1093
C  -0.6423  0.1782  -1.4918
C  0.1518  0.3304  1.2681
O  -2.0720  0.2973  -1.3549
N  -0.0755  1.0830  -2.2056
O  -0.8588  -0.1812  1.7413
H  0.7799  1.3992  -1.7465
H  0.5734  -1.6011  -1.4741
H  -0.7050  -1.6251  -0.1967
H  -3.9784  -0.3253  -0.9464
H  -2.8431  -0.5952  0.3327
H  -2.8224  -1.6659  -1.1229
H  2.4623  -0.1069  -1.1504
H  2.6023  -1.2355  0.2268
H  2.7676  0.5346  0.4536
H  1.8379  0.6820  2.5463
H  0.4040  1.5916  2.9739
H  1.3589  2.0901  1.5447

Atomic forces in eV per Å
0.554 1.430 0.758
0.082 -0.141 0.638
-0.301 0.296 -0.042
-0.230 0.585 -0.119
-0.321 0.083 1.798
-3.545 0.298 -1.572
1.596 -2.633 0.806
2.059 0.326 -1.255
-1.241 -0.272 1.947
0.135 0.922 -1.354
0.459 -0.770 -0.883
-0.046 0.145 0.210
-0.083 0.081 -0.214
0.302 0.080 -0.403
0.225 -0.299 -0.099
0.061 0.088 -0.002
0.046 -0.105 0.085
0.238 0.056 -0.004
-0.122 -0.161 0.045
-0.008 0.032 -0.214
-0.030 -0.038 -0.310
0.171 -0.002 0.185

Results of the natural (NBO) charge analysis, in e, for atoms 1 through 5: -0.340, -0.267, -0.406, -0.715, -0.461

- Look up the charge of the sixth one.
  0

- What is the formula in the fourth record?
  C6H12N2

- Which formula does entry 3 have?
  C6H12N2

- What is the charge in the seventh record?
  0